[1]
160
Properties=species:S:1:pos:R:3:forces:R:3 method="wB97M-V/def2-TZVPD" total_charge=+1 max_force_ev_per_a=3.5 spin_multiplicity=2 homo_ev="-10.37 / -10.37" orbital_gap_ha="0.283 / 0.102"
C -4.406587 8.497533 0.496128 -0.197 -0.904 -0.353
C -4.677097 7.038573 -0.112362 0.865 2.043 0.626
C -3.401687 6.198113 -0.127522 0.913 0.182 -1.050
O -2.471907 6.683503 -1.147732 -1.472 0.583 0.386
C -1.417837 5.846443 -1.568242 -0.810 -0.332 1.872
N -5.640577 6.397203 0.742608 -0.444 -0.077 0.861
H -4.039667 8.484883 1.522428 0.184 -0.442 0.013
H -5.328117 9.076693 0.555018 -0.235 -0.125 -0.263
H -3.709747 9.085113 -0.101592 0.039 -0.272 -0.137
H -5.018327 7.240823 -1.127622 0.016 -0.349 -0.292
H -3.672517 5.155513 -0.294042 -0.010 -0.267 -0.396
H -2.928627 6.215863 0.854308 0.153 0.212 0.178
H -0.696467 6.453013 -2.115782 -0.256 -0.346 -0.242
H -1.813187 4.943673 -2.033872 0.143 0.105 -0.834
H -0.974197 5.464803 -0.648662 0.794 -0.081 0.109
H -6.071907 5.529873 0.456608 0.303 0.022 -0.495
H -6.383157 7.030363 1.002948 0.033 0.023 0.011
C -5.077557 -3.351707 -3.019772 1.434 1.495 0.118
C -3.568387 -3.664007 -2.952522 -1.212 -0.237 0.873
C -2.953747 -3.355237 -1.536382 -0.363 0.518 -0.954
O -3.396837 -2.077957 -1.060832 0.646 -0.085 1.123
C -2.947817 -1.801157 0.323338 -1.271 0.299 -1.793
N -3.564787 -5.070437 -3.379242 1.352 0.597 0.030
H -5.370157 -3.609097 -4.037732 -0.540 -0.253 0.417
H -5.214617 -2.281577 -2.864392 -0.281 0.021 0.022
H -5.553887 -3.862147 -2.182712 -0.388 -0.273 -0.400
H -2.980957 -3.071877 -3.654242 -0.244 -0.041 -0.328
H -1.874677 -3.276777 -1.668912 0.322 -0.478 0.250
H -3.220297 -4.158527 -0.849522 -0.006 -0.117 0.276
H -3.230737 -0.765167 0.509888 -0.077 0.126 -0.136
H -1.867367 -1.824957 0.465278 -0.155 -0.678 -0.082
H -3.579287 -2.395377 0.983838 0.575 -0.392 0.265
H -4.075427 -5.652337 -2.730602 0.068 -0.084 0.137
H -2.608537 -5.384347 -3.463732 0.063 -0.518 0.053
C -2.795837 -6.828257 1.921418 0.349 0.598 -0.132
C -1.500707 -6.388327 1.145648 -0.646 -3.356 -0.615
C -0.651397 -5.365697 1.742798 0.316 2.303 -0.357
O 0.421693 -4.995427 0.804988 -0.262 -0.087 1.334
C 1.342903 -4.071937 1.408218 -0.816 -0.630 0.127
N -0.694627 -7.615997 0.946018 -0.378 -0.196 0.496
H -3.561227 -6.052217 1.913808 0.086 0.250 0.102
H -2.636907 -7.158457 2.947968 0.463 0.345 0.112
H -3.289487 -7.697627 1.487128 0.358 -0.001 -0.557
H -1.777527 -6.165067 0.115298 -0.430 1.239 0.163
H -0.272267 -5.581787 2.741638 0.346 -0.575 -0.059
H -1.331337 -4.525617 1.884368 0.220 0.787 0.029
H 1.827503 -4.494327 2.288478 0.131 -0.481 0.114
H 0.786503 -3.215697 1.789488 0.029 0.496 -0.328
H 2.133233 -3.805627 0.706408 -0.397 0.060 -0.194
H -1.242107 -8.110917 0.256518 0.437 -0.678 -0.121
H 0.186643 -7.362557 0.522648 0.106 0.015 -0.210
C 0.639783 -1.043937 -1.065112 -0.357 -0.376 -0.607
C 0.360873 0.331613 -0.478722 -1.009 -1.347 -0.499
C -0.739357 1.111603 -1.264742 1.778 -1.026 0.684
O -0.358217 1.109653 -2.613702 0.212 0.681 -0.415
C -1.388857 1.624243 -3.425982 -1.568 -1.170 0.473
N -0.144747 0.084903 0.873998 -0.022 0.754 0.550
H 0.789463 -0.984757 -2.143162 0.525 -0.046 0.169
H -0.193527 -1.740657 -0.974232 -0.505 0.317 0.245
H 1.437443 -1.553547 -0.524632 0.286 0.278 -0.360
H 1.310773 0.859303 -0.393122 -0.015 0.451 -0.546
H -0.742287 2.093803 -0.792102 -0.413 0.586 -0.341
H -1.707797 0.623493 -1.155402 -0.125 -0.107 0.217
H -2.295357 1.071193 -3.180052 -0.474 -0.216 0.431
H -1.335437 1.310113 -4.468362 1.042 0.846 -0.093
H -1.679857 2.645353 -3.179492 0.615 0.401 -0.585
H -0.216717 1.004383 1.285678 -0.329 0.462 0.423
H 0.635683 -0.312397 1.377168 0.127 -0.532 0.171
C 0.401643 -1.557987 -6.907812 1.694 0.564 0.392
C 1.353043 -2.176827 -5.852822 0.108 0.616 1.640
C 1.824203 -1.065047 -4.833842 0.106 -0.312 -1.472
O 2.821593 -1.556527 -3.916972 -1.068 -0.401 -0.618
C 3.417633 -0.561877 -3.138022 -0.590 1.380 0.096
N 0.702883 -3.267457 -5.160002 -0.991 -0.831 0.746
H -0.527707 -1.180367 -6.481422 -0.126 -0.414 0.066
H 0.261663 -2.140707 -7.818272 -0.198 -0.268 0.384
H 0.958873 -0.670267 -7.207052 -0.190 0.296 -0.423
H 2.292823 -2.554067 -6.256052 -0.175 -0.103 -0.541
H 0.914773 -0.617827 -4.432562 -0.029 -0.117 1.039
H 2.233603 -0.264897 -5.450482 0.554 0.234 0.022
H 4.285493 -0.901067 -2.572462 -0.013 -0.386 -0.454
H 2.719593 -0.115137 -2.430022 -0.314 -0.293 0.440
H 3.652833 0.323363 -3.728902 0.648 -0.059 -0.413
H -0.215477 -3.004217 -4.832242 -0.815 0.429 -0.896
H 1.032773 -3.448317 -4.222682 1.497 -0.165 -0.049
C -3.252457 -2.240867 4.739678 0.333 0.190 -1.653
C -2.287407 -1.181447 4.180298 0.499 0.217 -0.005
O -1.597557 -1.506417 2.928418 -1.263 -0.183 1.917
H -3.410487 -2.154397 5.814688 0.223 -0.097 -0.063
H -2.891787 -3.216437 4.413658 0.063 -0.209 0.517
H -4.213497 -2.121827 4.239338 -0.112 -0.011 0.125
H -1.510957 -0.942677 4.907088 0.315 -0.398 0.253
H -2.799647 -0.219897 4.146608 -0.177 0.061 -0.582
H -1.539037 -0.697497 2.414778 0.160 0.135 -0.507
C -3.774137 1.600743 -7.574172 0.622 0.922 0.290
C -2.287427 1.316343 -7.504572 0.642 -1.044 -1.391
O -1.523147 2.458663 -7.835252 -0.186 1.335 0.538
H -3.976507 1.973583 -8.578232 -0.274 -0.197 0.012
H -3.954357 2.432953 -6.893692 -0.348 0.011 0.099
H -4.415207 0.761323 -7.304922 0.200 -0.030 -0.102
H -2.035317 0.610413 -8.295902 -0.217 -0.685 0.197
H -1.937597 0.889303 -6.564702 -0.220 0.054 0.258
H -0.780637 2.280293 -8.417032 -0.206 -0.387 0.098
C 1.508513 4.378483 -5.203862 0.161 -0.180 -0.922
C 2.116483 3.074203 -4.703292 -2.413 -1.205 0.593
O 3.050893 3.295263 -3.727662 2.797 0.860 1.447
H 2.285643 5.065773 -5.538222 0.211 0.193 0.646
H 0.872983 4.776023 -4.412552 0.291 0.357 0.000
H 0.894033 4.348113 -6.103632 -0.298 -0.735 0.061
H 2.460803 2.276193 -5.361112 0.351 0.711 -0.808
H 1.400333 2.525423 -4.091672 -1.284 -0.185 -0.884
H 2.626893 3.280873 -2.866492 0.134 0.094 -0.122
C 0.445863 1.869063 4.903418 -0.300 -1.463 -0.616
O -0.801557 1.264853 5.263818 -0.489 1.041 0.496
C -1.197627 1.456703 6.602478 0.213 -0.758 0.563
C -0.244007 0.745043 7.545518 -0.175 -1.241 -0.843
N 0.047733 -0.658957 7.145928 2.029 1.233 1.021
C 1.313723 -1.218737 7.648288 0.141 -0.701 -0.945
C 1.866183 -2.457957 6.903328 -1.246 -0.521 -0.242
O 2.480733 -2.196577 5.685558 0.900 -0.024 -0.509
C 1.759443 -2.453967 4.451508 -0.187 0.632 1.107
H 0.496003 1.653033 3.836218 0.303 0.160 0.015
H 1.179363 1.239863 5.407578 0.833 0.600 -0.155
H 0.579083 2.942413 5.038658 -0.359 -0.028 0.488
H -2.208187 1.067363 6.726048 -0.114 0.502 -0.212
H -1.012397 2.452833 7.004378 -1.042 0.686 -0.638
H -0.508937 0.745903 8.602828 -0.109 0.073 0.016
H 0.634603 1.374083 7.402538 0.830 -0.752 0.484
H -0.257137 -1.019587 6.253128 -0.767 -0.055 -0.556
H 1.237823 -1.477487 8.704408 -0.104 0.441 0.198
H 2.014223 -0.405507 7.458428 0.296 0.240 0.533
H 1.031993 -3.150947 6.793908 -0.326 -0.250 -0.242
H 2.542003 -3.017237 7.550298 0.317 0.466 0.154
H 2.400003 -2.559227 3.575888 0.490 0.116 0.503
H 1.183953 -1.537107 4.323938 -0.727 -0.329 -0.607
H 1.182903 -3.375007 4.537418 -0.330 0.182 0.017
C 8.250313 3.637573 2.697608 1.782 -0.010 0.030
O 8.243583 2.457543 1.895258 0.636 1.133 1.211
C 7.107133 2.362783 1.134118 -0.348 -2.896 0.157
C 5.938993 1.867843 2.013758 -1.134 2.338 -1.042
N 4.816953 1.717333 1.078998 -2.137 -0.589 1.878
C 3.501303 1.471683 1.815018 1.719 1.121 -2.039
C 3.102133 0.101773 2.209838 0.265 -1.114 0.436
O 2.898953 -0.801817 1.108208 -0.146 0.849 1.425
C 4.114413 -1.420717 0.679658 -0.383 0.307 -0.503
H 7.545383 3.790343 3.514818 -0.693 -0.657 -0.261
H 8.255323 4.532843 2.075858 -0.137 0.071 -0.163
H 9.215883 3.580883 3.200178 0.080 0.251 -0.019
H 7.271193 1.510983 0.474098 0.333 0.065 -0.504
H 6.937843 3.223563 0.487208 -0.581 0.270 0.422
H 5.709953 2.734463 2.633928 -0.505 0.246 0.101
H 6.042583 1.104133 2.784538 0.902 -0.739 -0.576
H 4.870933 0.886653 0.507008 0.753 0.065 -0.302
H 2.728803 1.699783 1.080628 -0.178 0.525 -0.042
H 3.398593 2.159413 2.654408 0.156 0.071 0.026
H 2.188823 0.412923 2.716938 -0.762 -1.215 0.045
H 3.716443 -0.467547 2.907398 0.308 0.490 0.439
H 4.125423 -1.104097 -0.363282 0.668 -0.828 -0.212
H 4.087093 -2.496507 0.852958 -0.247 -0.080 -0.401
H 5.026323 -1.086027 1.174138 -0.152 0.397 0.216

[2]
111
Properties=species:S:1:pos:R:3:forces:R:3 method="wB97M-V/def2-TZVPD" relative_energy_kcal_mol=90.9 total_charge=-2 max_force_ev_per_a=3.0 homo_ev=0.09 orbital_gap_ha=0.128
Cs -1.309668 0.497582 -0.684263 0.304 2.117 -2.145
C -1.191236 -1.447151 -6.546709 -0.176 0.031 0.271
S -2.480569 -0.502125 -5.697915 -0.015 -0.062 0.180
C -2.745540 -1.531086 -4.168077 0.150 0.621 -0.542
S -2.810386 -3.209983 -4.277256 0.092 -0.236 -0.139
N -2.851199 -0.881942 -3.055476 -0.295 -0.884 0.474
N -2.980367 0.404602 -2.817200 -0.800 0.880 -1.255
C -3.880896 1.121702 -3.387017 0.026 -0.805 -0.154
C -4.104118 2.491120 -2.964375 -0.008 0.802 0.300
C -5.156831 3.235897 -3.515777 0.099 -0.316 -0.086
C -5.368597 4.533753 -3.100803 0.108 0.181 0.150
C -4.527459 5.077364 -2.137349 -0.165 -0.110 -0.163
C -3.518441 4.265852 -1.636769 0.092 0.122 0.097
N -3.300152 3.020442 -2.024465 -0.097 -0.223 -0.202
H -0.214120 -1.132688 -6.182984 0.036 -0.084 -0.065
H -1.273956 -1.266822 -7.617667 -0.026 0.042 0.024
H -1.367998 -2.498074 -6.325776 0.061 -0.084 -0.050
H -4.553469 0.700642 -4.138642 -0.017 0.005 0.029
H -5.794843 2.777947 -4.261990 0.012 0.004 -0.005
H -6.178493 5.118359 -3.520402 0.000 0.000 -0.009
H -4.650581 6.092778 -1.786821 0.026 -0.004 0.031
H -2.841406 4.644952 -0.876308 -0.016 -0.001 -0.025
O 0.149578 -1.205752 0.279512 1.556 -1.340 0.600
P -0.251639 -2.364421 1.109509 -0.613 -1.104 0.368
C -1.829830 -2.009483 1.995051 0.781 0.427 -0.085
P -1.722966 -0.272030 2.639945 0.290 -0.289 1.409
O -2.190886 0.732625 1.652831 -0.855 0.348 1.002
C -2.860906 -0.301092 4.069223 -0.264 -0.067 -0.323
C -2.464603 0.012234 5.363084 0.115 0.034 0.006
C -3.402791 0.034736 6.386088 -0.087 0.021 0.011
C -4.736126 -0.250481 6.120607 0.058 0.020 0.040
C -5.139380 -0.544900 4.824821 -0.110 -0.004 -0.003
C -4.204522 -0.562590 3.801454 0.152 -0.038 0.104
C -0.105991 -0.101196 3.322976 -0.183 -0.012 0.123
C 0.294134 -1.124438 4.221613 -0.220 -0.133 0.081
C 1.510323 -0.887804 4.916080 0.126 -0.061 -0.251
C 2.322236 0.158777 4.621098 -0.046 0.113 0.332
C 2.023297 1.180698 3.565966 0.401 0.040 -0.457
C 0.634218 1.009466 3.043372 -0.254 0.030 0.034
C 1.072250 -3.055987 2.113162 0.323 -0.491 -0.229
C 0.939505 -4.302423 2.747979 -0.084 0.453 -0.019
C 2.047309 -4.917928 3.295138 0.062 -0.155 0.058
C 3.310058 -4.341927 3.172334 -0.102 0.180 -0.114
C 3.449959 -3.143300 2.480821 0.229 -0.243 0.178
C 2.349259 -2.515699 1.928694 -0.526 0.292 0.160
C -0.721571 -3.803311 0.085292 0.124 -0.011 0.013
C -0.094547 -3.958908 -1.147585 0.033 0.193 0.056
C -0.352141 -5.071024 -1.931594 -0.031 -0.112 -0.067
C -1.227756 -6.049450 -1.484121 0.054 0.029 0.041
C -1.852350 -5.906114 -0.253422 -0.053 -0.045 -0.002
C -1.603234 -4.788186 0.526248 0.013 0.101 -0.022
H -2.031077 -2.721632 2.793194 0.063 0.018 0.080
H -2.617224 -2.071198 1.239169 -0.052 0.003 0.038
H -1.416809 0.217955 5.553648 -0.017 0.006 -0.006
H -3.093388 0.282565 7.394393 0.011 -0.017 -0.001
H -5.461319 -0.236581 6.925911 -0.019 0.003 -0.011
H -6.182909 -0.749186 4.615294 0.008 -0.015 -0.010
H -4.501437 -0.775830 2.780302 -0.099 0.018 0.023
H -0.425024 -1.849302 4.589425 0.070 -0.115 -0.079
H 1.816829 -1.594648 5.683404 0.042 -0.008 0.022
H 3.261163 0.283166 5.151409 0.005 -0.029 -0.005
H 2.176354 2.192715 3.963432 -0.082 -0.029 0.036
H 0.250516 1.738111 2.336247 0.032 0.013 -0.022
H -0.036013 -4.768557 2.833622 0.039 -0.021 0.011
H 1.933171 -5.869322 3.804421 -0.001 0.038 0.010
H 4.174235 -4.828234 3.609959 -0.009 0.009 -0.021
H 4.423655 -2.679184 2.378755 -0.029 0.043 0.009
H 2.461755 -1.557887 1.429643 0.013 0.056 0.126
H 0.586630 -3.185448 -1.486207 -0.023 -0.011 -0.052
H 0.117331 -5.172726 -2.901499 -0.009 0.055 0.007
H -1.429782 -6.920031 -2.095833 -0.019 0.026 -0.021
H -2.544476 -6.662858 0.097069 0.003 0.006 -0.009
H -2.101742 -4.684020 1.482500 -0.035 -0.008 0.004
O 1.000668 5.316791 -1.677014 -0.008 0.343 -0.377
S 0.705958 4.138419 -0.802802 0.050 0.044 0.632
C -0.142952 4.831333 0.673663 0.173 -0.207 -0.176
C 0.962177 5.441680 1.515901 0.073 -0.026 0.080
C 2.039897 4.361629 1.578951 -0.139 0.185 0.051
C 2.248008 3.854416 0.157543 -0.226 -0.234 -0.063
H -0.628944 3.994905 1.184945 -0.016 0.026 0.023
H -0.888044 5.537728 0.309434 -0.030 -0.048 -0.063
H 0.613423 5.723737 2.512457 -0.034 0.020 -0.030
H 1.345395 6.334553 1.013823 -0.037 0.033 0.019
H 1.704721 3.530855 2.202995 0.114 0.014 -0.012
H 2.968852 4.738100 2.008273 0.033 -0.114 -0.015
H 2.491511 2.789432 0.148253 0.017 0.011 0.058
H 3.000654 4.419251 -0.392628 -0.073 0.040 -0.100
C 4.821926 -1.309849 -2.192719 -0.126 0.092 0.020
C 3.964765 -1.005902 -0.976150 0.116 0.017 -0.076
N 2.700151 -0.466493 -1.437043 -0.066 -0.047 0.070
C 2.634529 0.499366 -2.414748 -0.084 0.025 0.057
N 1.607484 1.262259 -2.446004 -0.190 0.040 0.118
C 1.419887 2.213594 -3.524483 0.136 -0.222 -0.106
C 2.261656 1.884632 -4.753899 -0.002 -0.003 0.144
C 3.681412 1.602804 -4.290740 -0.097 0.076 -0.053
N 3.666300 0.496207 -3.357267 0.022 -0.055 -0.029
C 4.968682 -0.030162 -2.997569 0.065 -0.070 0.043
H 4.320808 -2.060593 -2.809513 0.039 -0.040 0.002
H 5.801093 -1.691935 -1.898558 0.014 0.038 0.015
H 4.481526 -0.308110 -0.304154 -0.030 -0.026 0.043
H 3.755102 -1.911599 -0.406020 0.034 0.016 -0.023
H 2.012772 -0.313551 -0.704881 0.056 0.009 -0.036
H 1.662992 3.221597 -3.173898 -0.036 0.042 -0.050
H 0.358015 2.216736 -3.788032 0.009 0.078 0.004
H 2.242715 2.707570 -5.471879 0.012 -0.010 -0.018
H 1.867241 0.987190 -5.237889 0.001 0.019 -0.053
H 4.107678 2.510526 -3.833549 0.018 -0.019 0.017
H 4.325507 1.327349 -5.131561 0.012 -0.025 0.020
H 5.547509 0.704117 -2.413399 -0.004 0.004 -0.017
H 5.519887 -0.214698 -3.925491 -0.012 0.021 0.000
S 3.248035 1.115036 2.135255 0.046 -0.259 -0.009

no.,DFT total energy (eV)
1,-76057.90382
2,-124006.10750